Entry 1:
Computed, not measured: C29H47N3O7SeSi4TeTi as an isolated structure at a distorted geometry, with ωB97M-V with the def2-TZVPD basis set.

Structure (ORCA input):
```
! RIJCOSX wB97M-V def2-TZVPD def2/J DEFGRID3
* xyz 0 1
Ti 0.35543 -1.49679 -1.47912
C -3.56876 -0.79185 -1.06188
C -2.42851 -1.33466 -1.85668
O -1.59938 -2.01653 -1.20202
C -2.35103 -1.26027 -3.30141
C -3.50152 -0.98449 -4.05848
C -3.47874 -1.09305 -5.42932
C -2.29979 -1.48848 -6.06856
C -1.15168 -1.75037 -5.35360
C -1.15551 -1.59943 -3.96598
O -0.01532 -1.75501 -3.29913
H -3.15017 -0.44770 -0.11228
H -4.25725 -1.61285 -0.84763
H -4.10030 0.01465 -1.55829
H -4.42347 -0.72063 -3.55847
H -4.36740 -0.88483 -6.00837
H -2.28516 -1.57561 -7.14747
H -0.22579 -2.02260 -5.84051
C -0.99778 -4.36812 1.03609
C 0.17776 -4.42797 0.13165
N 0.79781 -3.38549 -0.39563
C 1.84755 -3.88844 -1.13530
C 1.86766 -5.24595 -1.05737
N 0.80773 -5.55961 -0.23787
C 2.68894 -6.34453 -1.63030
O 3.70055 -6.00148 -2.40048
O 2.39679 -7.48619 -1.37329
C 2.70358 -2.92904 -1.88242
O 3.64277 -3.30442 -2.56190
O 2.29467 -1.70897 -1.71653
H -1.44824 -3.38063 0.96364
H -0.67992 -4.52269 2.06837
H -1.73032 -5.13238 0.77809
H 0.57267 -6.50757 0.01880
H 3.77114 -5.01103 -2.50749
C 2.52540 -0.02853 4.11576
Si 0.81152 0.63041 4.49180
C 0.92414 1.92235 5.85313
C -0.30022 -0.76789 5.06678
Si -0.05760 1.60972 2.54911
Te -0.03418 -0.44273 1.09696
Si 1.22651 3.48603 1.94894
C 3.05408 3.08663 2.04332
C 0.85437 4.86654 3.17153
C 0.77563 4.08224 0.22833
Si -2.35225 2.07984 2.55227
C -3.31459 0.54773 3.06826
C -2.77329 3.47885 3.73563
C -2.83500 2.56576 0.80069
H 2.84187 -0.71402 4.90670
H 3.25352 0.78252 4.05404
H 2.54296 -0.56313 3.16362
H 1.23665 1.45730 6.79194
H -0.03249 2.41929 6.02829
H 1.65870 2.69092 5.60314
H 0.19626 -1.34253 5.85325
H -0.52975 -1.44641 4.24247
H -1.24459 -0.39009 5.46417
H 3.39974 3.10254 3.07969
H 3.62865 3.83143 1.48571
H 3.25871 2.09969 1.62859
H 1.11528 4.58504 4.19347
H -0.19809 5.15219 3.16355
H 1.44155 5.75091 2.90814
H 0.67942 3.25484 -0.47426
H 1.54607 4.76072 -0.14807
H -0.17435 4.62171 0.23711
H -3.40444 0.49417 4.15565
H -2.81870 -0.36360 2.72825
H -4.32370 0.56563 2.64766
H -2.50008 3.22417 4.76200
H -3.84734 3.68339 3.71718
H -2.25362 4.40089 3.47240
H -2.30285 1.96019 0.06277
H -2.58928 3.61215 0.60552
H -3.90978 2.43584 0.64596
Se -0.05113 0.91147 -1.83037
C 0.04939 1.15544 -3.74332
C 1.19595 0.90828 -4.48648
C 1.15535 1.10255 -5.85811
N 0.07400 1.50883 -6.52336
C -1.01510 1.75443 -5.80026
C -1.07647 1.60226 -4.42211
H 2.10081 0.54745 -4.01347
H 2.04177 0.91535 -6.45513
H -1.89120 2.08542 -6.34835
H -1.99797 1.81575 -3.89459
C 4.63406 -0.01147 0.40904
O 3.22464 0.12025 0.40062
H 5.14355 0.95563 0.47672
H 5.00039 -0.54285 -0.47469
H 4.89036 -0.59216 1.29409
H 2.93770 0.60562 -0.38051
*
```

Calculated values
DFT total energy (eV): -176911.97714
HOMO level (eV): -7.09
Relative energy (zero: lowest compared OMol25 entry of this formula, charge and spin) (kcal per mole): 15.9

Atomic partial charges in e from the Löwdin method, atoms 1 to 8: atom 1 (Ti): 0.659, atom 2 (C): 0.024, atom 3 (C): -0.368, atom 4 (O): -0.179, atom 5 (C): -0.120, atom 6 (C): -0.015, atom 7 (C): -0.070, atom 8 (C): -0.050

---

Entry 2:
Computed, not measured: C29H48BaF24O17S4 as an isolated structure at a distorted geometry, with ωB97M-V with the def2-TZVPD basis set.

Structure (ORCA input):
```
! RIJCOSX wB97M-V def2-TZVPD def2/J DEFGRID3
* xyz 0 1
Ba -2.30910 0.49465 -2.24731
O 0.16179 -0.17483 -1.25814
C -0.05802 -0.67965 0.03144
C -1.14321 0.05838 0.93480
O -2.47398 0.32082 0.55335
H 0.87368 -0.67186 0.63343
H -0.26239 -1.77142 0.03397
H -0.67175 1.00940 1.25473
H -1.19881 -0.48514 1.90273
O -4.88496 1.16607 -1.60129
S -5.89476 1.89709 -0.87011
O -6.73584 2.87343 -1.50410
O -6.85672 0.83949 -0.11141
C -6.35138 -0.48791 0.09382
C -7.19343 -1.19757 1.12426
C -5.13559 2.66333 0.56400
H -5.32986 -0.39096 0.48304
H -6.29106 -1.07977 -0.82087
H -7.05297 -0.70556 2.08549
H -6.76886 -2.19437 1.28049
H -8.21764 -1.37221 0.80351
H -4.51161 3.48009 0.20065
H -4.61420 1.90690 1.14553
H -5.94880 3.16338 1.08816
O -3.71084 -1.77205 -1.56392
S -3.91843 -3.04477 -0.91790
O -5.22544 -3.67084 -0.96359
O -2.81616 -4.07141 -1.53614
C -3.02767 -5.48543 -1.34267
C -1.76993 -6.15833 -1.88938
C -3.34212 -2.90866 0.79851
H -3.87483 -5.72325 -1.99237
H -3.31484 -5.69778 -0.31182
H -0.91509 -5.91978 -1.25567
H -1.57925 -5.84908 -2.91086
H -1.86169 -7.23746 -1.75574
H -3.80905 -1.98423 1.12611
H -2.26021 -2.85070 0.70805
H -3.64023 -3.82166 1.30499
O -2.62465 5.39488 -0.41720
S -1.71673 4.28108 -0.52268
O -2.08424 3.14937 -1.33703
O -0.27528 4.82303 -1.04060
C 0.65537 3.78918 -1.44290
C 1.87775 4.53650 -1.95763
C -1.31620 3.76776 1.14740
H 0.26223 3.15811 -2.23567
H 0.87540 3.25939 -0.51458
H 1.58273 5.19922 -2.77287
H 2.59306 3.87031 -2.44670
H 2.41222 5.08868 -1.18749
H -0.82903 4.59393 1.65753
H -0.61927 2.93404 1.06104
H -2.20453 3.41226 1.66176
O 1.34025 2.93407 -5.13944
S 0.59766 1.72222 -4.85699
O -0.62024 1.70250 -4.08628
O 0.20064 1.05411 -6.27819
C 1.16024 0.98115 -7.35742
C 1.49817 -0.44737 -7.71730
C 1.68300 0.43802 -4.16388
H 2.01643 1.63996 -7.19864
H 0.63614 1.49673 -8.16418
H 2.53263 -0.51624 -8.05307
H 0.88502 -0.75710 -8.56334
H 1.32871 -1.14141 -6.89700
H 1.18337 -0.49999 -4.40782
H 1.62207 0.51692 -3.07329
H 2.70739 0.40731 -4.52131
C 2.52022 -3.21823 0.64759
C 3.27855 -3.46354 1.93577
C 2.91851 -2.42726 3.00371
F 3.68195 -2.54660 4.11386
F 3.09305 -1.15340 2.53491
F 3.03962 -4.68867 2.46496
F 4.61028 -3.38073 1.65993
O 2.99415 -4.14048 -0.33237
C 2.30336 -4.13823 -1.51191
C 2.59627 -2.88485 -2.35388
F 3.90927 -2.57613 -2.40968
F 2.14090 -2.98582 -3.63622
F 2.63016 -5.24650 -2.18108
F 0.96771 -4.18629 -1.26318
H 2.75924 -2.21295 0.29520
H 1.45140 -3.32882 0.83028
H 1.85739 -2.52972 3.26217
H 2.07343 -2.02587 -1.92036
C -0.99096 -0.00896 5.94927
C 0.37230 0.15558 5.34811
C 0.43413 0.98189 4.03832
F -0.35133 2.09191 4.05807
F 1.70329 1.34335 3.78291
F 1.24965 0.57615 6.27969
F 0.82004 -1.07553 4.93379
O -1.86150 -0.47776 4.90438
C -3.11281 0.08216 4.96403
C -3.94807 -0.58083 3.83296
F -3.80230 -1.92651 3.83290
F -5.28741 -0.31404 3.88328
F -3.71461 -0.15340 6.15329
F -3.05057 1.41187 4.77568
H -1.35874 0.85672 6.49715
H -0.95355 -0.81463 6.68643
H 0.06490 0.35350 3.22534
H -3.61119 -0.15004 2.88054
C 5.23169 3.08115 0.60366
C 3.88318 2.40848 0.97570
C 3.57181 1.15145 0.14657
F 3.63897 1.43004 -1.19066
F 4.41102 0.11767 0.37365
F 4.03320 1.96857 2.27033
F 2.85607 3.27850 0.94817
O 6.28621 2.36558 1.23731
C 7.51651 2.93336 1.06518
C 8.57901 2.07352 1.74792
F 9.78557 2.65001 1.72284
F 8.22793 1.85077 3.04839
F 7.81009 3.00146 -0.25867
F 7.53630 4.20631 1.51611
H 5.25674 4.11841 0.93635
H 5.37488 2.99258 -0.47549
H 2.54653 0.83134 0.37446
H 8.60250 1.06838 1.32033
*
```

Calculated values
DFT total energy (eV): -174913.58302
HOMO level (eV): -7.55

Atomic partial charges in e from the Löwdin method, atoms 1 to 8: atom 1 (Ba): 1.983, atom 2 (O): -0.488, atom 3 (C): -0.426, atom 4 (C): -0.418, atom 5 (O): -0.461, atom 6 (H): 0.067, atom 7 (H): 0.071, atom 8 (H): 0.059

---

Entry 3:
Computed, not measured: C29H48BrN3P2SV as an isolated structure at a distorted geometry, with ωB97M-V with the def2-TZVPD basis set.

Structure (ORCA input):
```
! RIJCOSX wB97M-V def2-TZVPD def2/J DEFGRID3
* xyz 4 2
N -5.43199 1.78003 -3.67861
C -5.49185 2.14735 -2.39824
C -4.38624 2.08946 -1.54655
C -3.14212 1.62609 -2.04268
C -3.08846 1.30896 -3.41873
C -4.27408 1.38421 -4.19567
C -1.98713 1.64082 -1.11854
V -0.48451 0.22422 -0.37288
P 3.11344 -0.74414 -0.20402
C -0.62103 1.90391 -1.50657
C 0.17463 2.87517 -0.69062
C 1.57773 2.79677 -0.66243
C 2.33731 3.66319 0.12541
C 1.68905 4.63125 0.92531
C 0.28708 4.76912 0.84504
C -0.46607 3.89238 0.07051
Br 2.62005 5.64977 2.14118
H -2.31223 2.17334 -0.20920
H -0.20626 1.49754 -2.45126
H -4.51494 2.43984 -0.52458
H -2.17210 1.02858 -3.93038
H -6.44428 2.49222 -2.00410
H -4.25990 1.10533 -5.25836
H 2.06020 2.02582 -1.28566
H -1.54585 4.00309 0.01931
H 3.42907 3.60096 0.07891
H -0.22676 5.55815 1.39664
P -1.33616 -2.00421 -0.98393
C 4.18887 0.72987 -0.19039
C 5.67701 0.43165 -0.35858
H 4.02520 1.25538 0.75621
H 3.86724 1.40544 -0.98248
H 6.23660 1.37065 -0.40304
H 6.05506 -0.15420 0.48239
H 5.88189 -0.13007 -1.27182
C 2.83406 -1.09428 -1.96966
C 4.11452 -1.46832 -2.73673
H 2.34707 -0.19668 -2.38689
H 2.11050 -1.92352 -2.01778
H 3.83092 -1.89142 -3.71350
H 4.74446 -0.58644 -2.91973
H 4.70527 -2.22070 -2.19168
C 1.62870 -0.35619 0.77320
C 1.86674 -1.09749 2.11178
H 0.73197 -0.82638 0.25088
H 1.57708 0.73716 0.91163
H 0.91477 -1.38543 2.57288
H 2.44778 -2.02416 1.96817
H 2.39965 -0.44488 2.82034
C -1.06572 -3.09832 0.49044
C -1.47907 -4.56817 0.39499
H -1.58769 -2.60452 1.32375
H 0.01023 -3.04173 0.71300
H -2.54884 -4.70586 0.22183
H -0.92890 -5.10400 -0.38739
H -1.23349 -5.05782 1.34846
C -0.45183 -2.94501 -2.29042
C -0.68531 -2.43379 -3.70456
H -0.76305 -3.99251 -2.18733
H 0.61919 -2.89292 -2.05393
H -1.61284 -2.82921 -4.12662
H -0.72122 -1.34202 -3.77394
H 0.12924 -2.75995 -4.36178
C -3.08765 -2.39435 -1.45009
C -4.12162 -1.58027 -0.68121
H -3.24515 -3.47308 -1.29993
H -3.17284 -2.19365 -2.52515
H -4.22674 -0.57062 -1.11251
H -5.10594 -2.06223 -0.75715
H -3.87491 -1.47618 0.38961
S -1.67177 0.15121 1.70374
C -0.73115 0.25367 3.16761
N 0.04676 1.32993 3.39804
C 0.78535 1.57022 4.65619
C 1.14480 0.27435 5.35706
C -0.04656 -0.66584 5.39283
N -0.66436 -0.77139 4.05663
H -0.15905 2.13170 2.80525
H 0.12805 2.18510 5.30187
H 1.69335 2.15788 4.41674
H 1.43821 0.51507 6.37730
H 2.01127 -0.19716 4.86910
H -0.83217 -0.30541 6.08528
H 0.27059 -1.67445 5.70371
H -1.34113 -1.51795 3.91404
*
```

Calculated values
DFT total energy (eV): -160420.31909
HOMO level (alpha / beta) (eV): -19.02 / -19.02
<S²>: 0.756
Relative energy (zero: lowest compared OMol25 entry of this formula, charge and spin) (kcal per mole): 4.4

Atomic partial charges in e from the Löwdin method, atoms 1 to 8: atom 1 (N): 0.127, atom 2 (C): -0.066, atom 3 (C): 0.006, atom 4 (C): -0.227, atom 5 (C): 0.014, atom 6 (C): -0.069, atom 7 (C): -0.160, atom 8 (V): 0.564